No. 1
246
Properties=species:S:1:pos:R:3:lowdin_charge:R:1 method="wB97M-V/def2-TZVPD" orbital_gap_ev=10.28 smiles="CCOP(=O)(OCC)OCC.CCOP(=O)(OCC)OCC.CCOP(=O)(OCC)OCC.CCOP(=O)(OCC)OCC.CCOP(=O)(OCC)OCC.CCOP(=O)(OCC)OCC.CCOC(=O)OC.CCOC(=O)OC.CCOC(=O)OC.CCOC(=O)OC.CCOC(=O)OC.CCOC(=O)OC"
C -3.96799 -2.98488 -1.73111 -0.054
C -4.06595 -3.99684 -0.61197 -0.244
O -4.91630 -5.02708 -1.10032 -0.165
P -6.11886 -5.56152 -0.28998 0.411
O -6.44113 -4.72417 0.90576 -0.242
O -5.68205 -7.05845 0.04712 -0.152
C -6.69573 -7.81229 0.57148 -0.329
C -6.60836 -7.67993 2.09618 -0.056
O -7.19088 -5.54807 -1.48018 -0.189
C -7.42277 -4.33498 -2.25369 -0.220
C -6.68368 -4.39383 -3.60708 -0.048
H -3.21535 -2.21412 -1.56514 0.074
H -3.66069 -3.48010 -2.65221 0.057
H -4.90525 -2.49037 -1.98627 0.063
H -3.10341 -4.40735 -0.30686 0.108
H -4.41785 -3.53614 0.31108 0.107
H -7.68651 -7.53466 0.21179 0.111
H -6.59261 -8.76520 0.05241 0.126
H -6.92596 -6.69002 2.42375 0.063
H -7.29938 -8.36890 2.58189 0.076
H -5.54964 -7.77757 2.33632 0.083
H -8.48227 -4.08032 -2.22682 0.114
H -7.10433 -3.52928 -1.59221 0.088
H -7.18116 -3.79468 -4.36973 0.074
H -5.61794 -4.17322 -3.54679 0.050
H -6.73288 -5.35227 -4.12387 0.080
C 7.54542 -5.74981 -5.94673 -0.067
C 6.20978 -5.94451 -6.73932 -0.249
O 5.08488 -5.82411 -5.84684 -0.201
P 4.47172 -4.38455 -5.31854 0.507
O 5.33304 -3.17978 -5.62834 -0.257
O 3.02003 -4.34854 -5.97963 -0.177
C 2.40432 -3.25509 -6.63113 -0.262
C 2.04268 -2.07420 -5.67873 -0.053
O 4.21938 -4.82582 -3.78526 -0.177
C 5.11075 -4.39199 -2.74241 -0.245
C 4.51892 -3.23517 -1.96001 -0.069
H 8.35154 -5.33456 -6.55158 0.073
H 7.46637 -4.98398 -5.17514 0.052
H 7.77971 -6.67821 -5.42590 0.070
H 6.13456 -5.22001 -7.55021 0.103
H 6.28690 -6.84591 -7.34730 0.110
H 3.02669 -2.89886 -7.45202 0.114
H 1.52365 -3.68162 -7.11133 0.113
H 1.34661 -1.28059 -5.95036 0.080
H 1.59856 -2.58156 -4.82232 0.044
H 3.02559 -1.74982 -5.33703 0.067
H 5.06800 -5.15850 -1.96862 0.109
H 6.13098 -4.16832 -3.05416 0.118
H 5.13845 -2.86752 -1.14202 0.081
H 4.36882 -2.37363 -2.61064 0.080
H 3.49722 -3.35959 -1.60120 0.075
C -1.83285 -3.71101 2.48347 -0.056
C -0.55250 -3.41021 3.31235 -0.226
O -0.98030 -2.57730 4.41447 -0.217
P -1.36688 -3.25199 5.82366 0.417
O -0.55417 -4.49288 6.11712 -0.241
O -1.32348 -1.95904 6.74009 -0.184
C -1.40719 -2.21248 8.20906 -0.204
C -0.90781 -0.95421 8.94368 -0.050
O -2.90018 -3.52864 5.66053 -0.158
C -3.79673 -2.52863 5.34846 -0.330
C -5.05772 -3.02559 4.75716 -0.053
H -1.58626 -4.27790 1.58573 0.069
H -2.52238 -4.38173 2.99610 0.073
H -2.36678 -2.76756 2.36988 0.071
H -0.09113 -4.34499 3.63082 0.109
H 0.18432 -2.89551 2.69569 0.111
H -2.41334 -2.53972 8.47109 0.113
H -0.90765 -3.15230 8.44424 0.103
H -1.66324 -0.19195 8.75290 0.068
H -0.63318 -1.10391 9.98784 0.084
H -0.04100 -0.51179 8.45278 0.059
H -4.04097 -2.00245 6.27128 0.121
H -3.28860 -1.79084 4.72751 0.095
H -5.52548 -2.27636 4.11845 0.085
H -4.90696 -3.97051 4.23516 0.083
H -5.74880 -3.27222 5.56318 0.080
C 2.47848 -3.66923 6.77896 -0.068
C 2.32149 -2.57480 5.74446 -0.239
O 2.94951 -1.45972 6.40995 -0.191
P 2.81529 0.02681 5.81709 0.484
O 2.79940 0.10777 4.33000 -0.228
O 1.57801 0.74615 6.57709 -0.202
C 0.63728 1.50472 5.77412 -0.240
C -0.34457 2.03382 6.79834 -0.055
O 4.10492 0.60875 6.60319 -0.207
C 4.79380 1.73909 6.05909 -0.255
C 6.05259 1.80342 6.93193 -0.062
H 2.52230 -4.61688 6.24219 0.074
H 3.44784 -3.52415 7.25581 0.083
H 1.68099 -3.94787 7.46779 0.065
H 2.81125 -2.73898 4.78463 0.117
H 1.28203 -2.37130 5.48714 0.086
H 1.24949 2.19447 5.19313 0.107
H 0.07960 0.77371 5.18871 0.116
H -0.86011 1.23535 7.33198 0.049
H 0.16235 2.71233 7.48445 0.086
H -1.13240 2.53610 6.23697 0.081
H 4.96752 1.49181 5.01182 0.108
H 4.12554 2.58995 6.19165 0.113
H 6.73201 2.61930 6.68532 0.072
H 5.93775 1.88405 8.01286 0.078
H 6.51334 0.83075 6.75951 0.079
C 4.19900 4.70635 -0.80535 -0.059
C 3.37688 5.81385 -0.21020 -0.249
O 2.35540 6.09724 -1.16613 -0.188
P 2.29446 7.48760 -2.05258 0.538
O 1.24220 8.40083 -1.63454 -0.214
O 1.97799 6.80603 -3.50228 -0.185
C 1.83425 7.58571 -4.68538 -0.273
C 1.14697 6.80595 -5.80824 -0.066
O 3.87503 8.01550 -2.11539 -0.185
C 4.13671 9.38207 -2.12518 -0.312
C 4.85546 9.90354 -3.39042 -0.061
H 4.88993 5.02279 -1.58673 0.081
H 4.76592 4.18621 -0.03324 0.062
H 3.58119 3.93529 -1.26566 0.075
H 2.99658 5.61276 0.79132 0.105
H 3.97613 6.70621 -0.02937 0.109
H 1.23741 8.49364 -4.59851 0.115
H 2.79347 8.04415 -4.92582 0.105
H 1.28593 5.72588 -5.85556 0.077
H 0.05846 6.75398 -5.83135 0.071
H 1.34517 7.36038 -6.72554 0.076
H 3.25365 10.01238 -2.02029 0.106
H 4.69051 9.61669 -1.21614 0.117
H 5.56991 10.70183 -3.18946 0.074
H 5.29686 9.07875 -3.94987 0.075
H 4.08382 10.33223 -4.02987 0.066
C -8.59707 -0.73714 -1.57948 -0.043
C -7.36254 0.04897 -2.14806 -0.290
O -7.21011 1.26962 -1.54543 -0.186
P -6.39029 2.47879 -2.22050 0.519
O -7.04666 3.09657 -3.39318 -0.239
O -6.25964 3.61320 -1.04531 -0.186
C -5.83699 3.15789 0.26722 -0.279
C -6.93631 3.56598 1.21590 -0.068
O -4.88198 1.78888 -2.40420 -0.217
C -3.70735 2.52180 -2.38056 -0.275
C -3.04693 2.03623 -3.67028 -0.047
H -8.41679 -1.19948 -0.60900 0.072
H -9.49401 -0.13180 -1.44851 0.075
H -8.82606 -1.53403 -2.28704 0.058
H -6.47950 -0.55859 -1.95005 0.099
H -7.34219 0.21216 -3.22558 0.119
H -5.45323 2.15568 0.45804 0.107
H -4.93729 3.76233 0.38248 0.107
H -7.37393 4.53818 0.98917 0.082
H -7.72465 2.81663 1.14447 0.078
H -6.54355 3.66899 2.22744 0.075
H -3.90590 3.59156 -2.31509 0.121
H -3.17975 2.08720 -1.53153 0.109
H -2.47025 1.17043 -3.34479 0.043
H -3.70150 1.68022 -4.46582 0.087
H -2.29340 2.73074 -4.04169 0.063
C -3.47152 0.77139 2.58248 -0.026
C -2.04083 0.76869 1.96518 -0.207
O -1.38068 1.92435 2.43001 0.000
C -1.52157 3.07494 1.69167 -0.593
O -2.19672 3.13765 0.69343 0.127
O -1.04535 4.03332 2.38338 0.041
C -0.93946 5.33821 1.88754 -0.023
H -4.10672 0.60056 1.71332 0.060
H -3.78096 1.77703 2.86716 0.082
H -3.66099 -0.02224 3.30522 0.052
H -2.17027 0.86680 0.88735 0.103
H -1.52425 -0.15481 2.22671 0.113
H -0.04101 5.81953 2.27382 0.102
H -1.90715 5.83766 1.84027 0.106
H -0.70152 5.38592 0.82490 0.069
C -2.34398 8.41264 -0.72478 -0.070
C -2.39755 7.29294 -1.68641 -0.243
O -1.55061 6.27552 -1.28814 0.050
C -1.11250 5.36883 -2.07791 -0.534
O -1.58356 5.09315 -3.25930 0.034
O -0.20504 4.66843 -1.38399 -0.009
C 0.33024 3.54779 -2.13446 -0.014
H -3.15656 9.12509 -0.86705 0.088
H -1.37513 8.91202 -0.73150 0.076
H -2.51294 8.00391 0.27146 0.073
H -2.29289 7.80735 -2.64168 0.140
H -3.37628 6.82710 -1.57168 0.136
H -0.40694 2.74510 -2.15329 0.082
H 1.20001 3.02163 -1.74107 0.080
H 0.66770 3.80541 -3.13838 0.101
C 2.30184 1.57504 1.48776 -0.017
C 1.50309 0.23904 1.22140 -0.208
O 0.45594 0.42908 0.31086 -0.001
C 0.66236 -0.04182 -0.96158 -0.478
O 1.74345 -0.47705 -1.39358 0.088
O -0.52716 -0.22669 -1.63685 -0.035
C -0.51225 -0.72039 -3.01706 -0.035
H 2.57637 2.01223 0.52776 0.068
H 3.26824 1.47392 1.98168 0.053
H 1.75584 2.19208 2.20137 0.062
H 1.05349 -0.13198 2.14243 0.108
H 2.08293 -0.64120 0.94376 0.089
H 0.19274 -1.54539 -3.11940 0.070
H -0.38596 0.08331 -3.74247 0.094
H -1.39689 -1.29643 -3.28852 0.076
C 7.41281 5.30308 0.03162 -0.050
C 7.58860 4.69773 1.45984 -0.144
O 6.36212 4.18560 2.03827 0.043
C 5.54206 4.94711 2.63943 -0.595
O 5.55903 6.19115 2.93411 0.061
O 4.48348 4.17429 2.86152 -0.008
C 3.40983 4.68175 3.56962 -0.074
H 8.38753 5.53066 -0.39991 0.082
H 6.69883 6.12652 0.01515 0.072
H 6.97635 4.52818 -0.59857 0.062
H 8.11468 5.32710 2.17764 0.128
H 8.08639 3.74880 1.26026 0.121
H 2.59284 5.06834 2.96036 0.081
H 3.63901 5.31044 4.43004 0.109
H 2.84779 3.82958 3.95172 0.074
C 5.97654 -0.61110 2.15957 -0.056
C 4.74657 -1.35818 1.68811 -0.213
O 5.06269 -2.74991 1.44581 0.052
C 4.02371 -3.50027 1.17426 -0.683
O 2.92746 -3.00980 0.84786 0.065
O 4.35138 -4.72124 1.15559 0.038
C 3.44765 -5.76582 0.68787 0.014
H 6.72065 -1.00643 1.46812 0.079
H 6.26542 -0.93032 3.16094 0.075
H 5.94041 0.47752 2.20088 0.076
H 4.56193 -0.95002 0.69443 0.124
H 3.91669 -1.08573 2.34016 0.100
H 3.94145 -6.73631 0.73696 0.097
H 3.00921 -5.59358 -0.29509 0.094
H 2.65544 -5.78057 1.43639 0.094
C -0.96215 -4.31746 -4.36134 -0.048
C -1.19384 -5.86647 -4.61718 -0.139
O -1.26426 -5.99792 -6.07534 0.025
C -1.95954 -6.95632 -6.66342 -0.613
O -2.45308 -7.88865 -6.09538 0.134
O -1.84449 -6.78781 -7.98108 -0.004
C -2.44897 -7.59448 -8.95343 -0.050
H -0.54465 -4.22629 -3.35860 0.074
H -1.92835 -3.81342 -4.38382 0.060
H -0.24411 -3.83387 -5.02365 0.051
H -2.08552 -6.07762 -4.02690 0.114
H -0.43215 -6.55739 -4.25588 0.123
H -1.65558 -8.26427 -9.28510 0.095
H -2.75302 -7.06509 -9.85643 0.093
H -3.25872 -8.18232 -8.52116 0.096


No. 2
66
Properties=species:S:1:pos:R:3:lowdin_charge:R:1 method="wB97M-V/def2-TZVPD" total_charge=+1 de_lowest_ev=1.228 orbital_gap_ev=6.83
Os -0.24266 -0.12341 -0.20916 1.671
O -4.00676 1.28800 0.25281 0.123
C -2.97702 0.67014 0.36531 -0.428
N -2.07060 0.36752 -0.64108 -0.079
C -2.46840 0.21337 -2.00211 -0.195
C -3.71511 0.51648 -2.53228 -0.006
C -3.91760 0.33567 -3.89135 -0.067
C -2.89745 -0.13330 -4.70522 -0.063
C -1.65275 -0.44505 -4.18183 -0.001
C -1.43584 -0.26933 -2.82103 -0.203
N -0.23786 -0.54095 -2.11138 -0.087
C 0.89862 -1.01349 -2.78694 -0.423
O 0.87827 -1.79652 -3.70399 0.121
C 2.20158 -0.43405 -2.30382 -0.216
C 3.37106 -0.79419 -2.94774 0.019
C 4.55405 -0.18828 -2.55177 -0.023
C 4.51151 0.75708 -1.54523 -0.027
C 3.28708 1.04415 -0.95625 -0.110
N 2.15499 0.45723 -1.31989 0.073
C -2.50549 0.15802 1.69057 -0.179
C -3.28345 0.25152 2.82558 0.036
C -2.76806 -0.23803 4.01658 -0.012
C -1.49088 -0.77235 4.02573 -0.007
C -0.76674 -0.81600 2.84546 -0.101
N -1.28343 -0.38693 1.69696 -0.018
H -4.50606 0.90429 -1.91226 0.105
H -4.88313 0.57241 -4.31691 0.111
H -3.07349 -0.26687 -5.76399 0.112
H -0.87618 -0.83362 -4.81985 0.109
H 3.33464 -1.52260 -3.74504 0.130
H 5.49091 -0.44499 -3.02761 0.121
H 5.40422 1.27061 -1.21740 0.115
H 3.21954 1.77890 -0.16192 0.106
H -4.26369 0.70050 2.74926 0.133
H -3.35069 -0.19013 4.92650 0.124
H -1.04465 -1.14879 4.93519 0.122
H 0.24328 -1.19193 2.79939 0.097
N -1.53025 5.10447 1.44259 0.190
C -0.25847 5.00012 1.89668 -0.494
O 0.40622 5.94269 2.26397 0.093
C 0.35014 3.61833 1.90824 -0.088
C 1.45176 3.39216 2.72820 0.042
C 2.05732 2.15044 2.70975 -0.005
C 1.55898 1.16638 1.87512 -0.130
N 0.51030 1.38621 1.07861 -0.098
C -0.08134 2.59583 1.08874 -0.043
H -1.94584 6.02175 1.44596 0.126
H -2.13255 4.31099 1.32031 0.098
H 1.81705 4.20200 3.34573 0.137
H 2.91512 1.93093 3.32964 0.124
H 1.99137 0.17352 1.80675 0.116
H -0.88896 2.73349 0.38126 0.120
C 0.65668 -3.58552 1.69451 -0.045
C 0.95710 -2.98192 0.32922 -0.666
C -0.05147 -3.51572 -0.67918 -0.032
C 2.38431 -3.32778 -0.08385 -0.018
O 0.95316 -1.53464 0.40121 -0.376
H 0.80168 -4.66605 1.65501 0.095
H -0.37757 -3.40977 1.99042 0.078
H 1.33382 -3.18981 2.45402 0.086
H -0.06562 -4.60569 -0.62892 0.099
H 0.18998 -3.23877 -1.70010 0.065
H -1.05942 -3.16332 -0.44672 0.082
H 2.52318 -4.40940 -0.12502 0.097
H 3.09637 -2.91861 0.63400 0.091
H 2.60518 -2.91739 -1.06945 0.073


No. 3
10
Properties=species:S:1:pos:R:3:lowdin_charge:R:1 method="wB97M-V/def2-TZVPD" de_lowest_ev=3.768 orbital_gap_ev=10.59 smiles="O=CCNO"
O 1.63025 0.72556 -1.98035 0.036
C 0.88025 0.90177 -1.06042 -0.237
C 0.16376 -0.26739 -0.20083 -0.161
N -0.84803 0.21221 0.76063 -0.069
O -1.32035 -1.00064 1.49905 -0.107
H 0.69231 2.01305 -0.75981 0.135
H -0.24838 -0.86225 -0.90284 0.063
H 1.15659 -0.76280 0.25525 0.166
H -0.51133 0.68301 1.57065 0.095
H -1.59508 -1.64251 0.81867 0.080


No. 4
9
Properties=species:S:1:pos:R:3:lowdin_charge:R:1 method="wB97M-V/def2-TZVPD" de_lowest_ev=1.451 orbital_gap_ev=9.99 smiles="C=CC(=O)C#N"
C 0.06367 1.45529 -0.58292 -0.001
C 0.64235 0.36336 -0.06570 -0.070
C -0.07267 -0.81834 0.94422 -0.377
O -0.11189 -0.59525 2.10779 0.143
C -0.65224 -1.81016 0.14037 -0.146
N -1.33245 -2.30236 -0.63250 0.211
H 0.75926 2.02198 -1.19526 0.056
H -1.03377 1.57249 -0.66993 0.079
H 1.73775 0.11300 -0.04606 0.106